The following is a DFT calculation (the ωB97M-V functional and the def2-TZVPD basis) of C50H48N4O2P2S4W as an isolated structure at a distorted geometry.

Last column: Löwdin charge in e.
Positions of all 111 atoms, in Å:
W1 0.477 0.098 -0.344  1.0553
S1 -1.182 -2.220 0.342  0.3647
P1 0.079 -2.759 -1.106  0.4080
C1 0.669 -1.400 -2.041  -0.6459
P2 -0.665 -0.655 -2.902  0.4655
S2 -1.738 0.523 -1.650  0.3561
C2 0.033 0.309 -4.284  -0.3602
C3 1.200 -0.125 -4.903  -0.1044
C4 1.642 0.503 -6.060  -0.0841
C5 0.923 1.561 -6.595  -0.0870
C6 -0.238 2.001 -5.972  -0.0773
C7 -0.689 1.371 -4.823  -0.0960
C8 -1.843 -1.678 -3.847  -0.3295
C9 -1.589 -2.020 -5.174  -0.0787
C10 -2.446 -2.881 -5.840  -0.0825
C11 -3.544 -3.413 -5.184  -0.0848
C12 -3.805 -3.065 -3.866  -0.0716
C13 -2.959 -2.196 -3.196  -0.1049
C14 1.475 -3.675 -0.359  -0.4032
C15 1.486 -3.993 0.992  -0.1351
C16 2.535 -4.734 1.519  -0.0872
C17 3.562 -5.171 0.696  -0.0955
C18 3.543 -4.863 -0.658  -0.0883
C19 2.499 -4.123 -1.188  -0.1090
C20 -0.631 -4.155 -2.053  -0.3351
C21 -1.595 -4.951 -1.444  -0.1036
C22 -2.117 -6.046 -2.113  -0.0825
C23 -1.682 -6.347 -3.395  -0.0905
C24 -0.717 -5.557 -4.002  -0.0819
C25 -0.188 -4.464 -3.333  -0.0945
H1 1.748 -0.954 -4.470  0.1067
H2 2.551 0.163 -6.541  0.1066
H3 1.269 2.049 -7.498  0.1012
H4 -0.799 2.828 -6.390  0.1037
H5 -1.601 1.690 -4.332  0.0948
H6 -0.724 -1.612 -5.681  0.0990
H7 -2.249 -3.143 -6.872  0.1035
H8 -4.199 -4.105 -5.698  0.1028
H9 -4.666 -3.477 -3.355  0.1068
H10 -3.149 -1.916 -2.167  0.0737
H11 0.689 -3.636 1.630  0.0548
H12 2.545 -4.968 2.577  0.0995
H13 4.374 -5.760 1.104  0.0964
H14 4.345 -5.201 -1.303  0.1013
H15 2.483 -3.867 -2.241  0.1040
H16 -1.931 -4.702 -0.445  0.0706
H17 -2.862 -6.668 -1.631  0.1018
H18 -2.096 -7.197 -3.924  0.1002
H19 -0.370 -5.795 -5.000  0.1045
H20 0.565 -3.844 -3.807  0.1032
C26 0.134 3.245 -1.946  -0.0743
C27 1.324 2.417 -2.319  -0.2749
C28 2.099 2.987 -3.340  -0.0226
C29 3.235 2.400 -3.795  -0.0004
C30 3.673 1.222 -3.167  -0.1778
C31 4.862 0.586 -3.574  -0.0577
C32 5.316 -0.530 -2.921  -0.0881
C33 4.608 -1.019 -1.825  -0.1107
C34 3.426 -0.418 -1.412  -0.5694
S3 2.661 -0.987 0.037  0.7218
C35 2.897 0.700 -2.100  -0.2271
N1 1.669 1.255 -1.713  -0.0237
H21 -0.269 3.707 -2.850  0.0843
H22 0.470 4.037 -1.276  0.0934
H23 -0.642 2.697 -1.441  -0.0218
H24 1.752 3.912 -3.778  0.1212
H25 3.805 2.822 -4.612  0.1245
H26 5.410 1.013 -4.406  0.1062
H27 6.230 -1.014 -3.241  0.1021
H28 4.955 -1.878 -1.265  0.0956
C36 1.591 1.240 6.987  -0.0340
C37 1.472 1.580 5.531  -0.2535
C38 2.666 1.331 4.708  -0.1046
C39 2.639 1.816 3.249  -0.2043
C40 4.256 1.884 1.307  0.0079
C41 1.350 2.415 2.797  -0.0729
C42 0.285 2.525 3.609  -0.2213
C43 -0.998 3.156 3.153  -0.0180
C44 0.364 2.097 4.989  -0.0046
C45 1.365 3.015 1.409  -0.5926
O1 2.167 3.984 1.248  0.0003
O2 0.627 2.508 0.541  -0.0982
H29 1.609 0.154 7.118  0.0894
H30 0.748 1.639 7.549  0.0807
H31 2.516 1.642 7.405  0.0827
H32 3.577 1.411 5.286  0.1177
H33 4.562 0.856 1.400  0.0674
H34 5.058 2.511 0.916  0.1199
H35 3.424 1.928 0.616  0.0810
H36 -1.059 3.202 2.068  0.0781
H37 -1.071 4.171 3.551  0.0949
H38 -1.852 2.595 3.537  0.0851
H39 -0.506 2.270 5.614  0.1239
S4 1.217 -0.649 3.239  1.0209
C46 2.712 0.336 3.556  -0.5449
N2 3.844 2.449 2.625  -0.0500
C47 5.016 2.562 3.525  -0.1142
C48 5.854 1.281 3.641  -0.1411
C49 5.134 -0.018 4.071  -0.1927
N3 3.958 -0.318 3.282  -0.0279
H40 3.400 3.405 2.281  0.1758
H41 4.673 2.896 4.502  0.1271
H42 5.653 3.345 3.112  0.1350
H43 6.634 1.482 4.380  0.1193
H44 6.352 1.099 2.689  0.1078
H45 4.931 0.013 5.150  0.1116
H46 5.836 -0.835 3.905  0.1260
H47 3.830 -1.285 3.034  0.0998
N4 -0.616 0.301 1.467  -0.1592
C50 0.609 0.103 1.751  -0.7740
H48 -1.401 0.049 2.054  0.0832

Properties
- orbital gap (eV) = 5.8
- net charge = 0
- total energy (eV) = -126428.7471